No. 1
40
Properties=species:S:1:pos:R:3:lowdin_charge:R:1 method="wB97M-V/def2-TZVPD" lumo_energy_ev=-2.29 largest_force_ev_per_a=2.11 total_charge=+1 spin_multiplicity=1
Ca 0.409 0.369 1.371 1.0105
C 1.533 -4.431 -1.198 -0.0375
N 1.569 -3.069 -1.688 -0.1267
C 1.952 -2.676 -2.952 -0.0288
C 1.895 -1.332 -2.972 -0.0521
N 1.469 -0.885 -1.732 0.0092
B 1.498 0.642 -1.393 -0.4350
N 0.260 1.392 -1.984 0.0092
C 0.247 1.776 -3.315 -0.0522
C -0.826 2.558 -3.532 -0.0287
N -1.479 2.673 -2.324 -0.1267
C -2.663 3.469 -2.073 -0.0374
C -0.802 1.970 -1.384 -0.7022
S -1.355 1.904 0.234 0.5609
C 1.290 -1.969 -0.947 -0.7021
S 0.781 -2.110 0.681 0.5609
H 1.616 -5.111 -2.041 0.0958
H 0.600 -4.613 -0.671 0.0747
H 2.355 -4.609 -0.505 0.0980
H 2.220 -3.378 -3.722 0.1286
H 2.124 -0.649 -3.769 0.1174
H 2.472 1.101 -1.910 0.0932
H 1.553 0.804 -0.189 -0.0091
H 1.012 1.457 -4.001 0.1174
H -1.180 3.031 -4.431 0.1286
H -3.097 3.763 -3.025 0.0957
H -2.409 4.358 -1.498 0.0980
H -3.387 2.891 -1.504 0.0747
C 0.452 0.910 6.047 0.0021
O -0.683 0.241 5.464 0.0180
C -0.686 0.096 4.158 -0.5507
O 0.216 0.494 3.413 -0.1547
N -1.790 -0.539 3.733 0.0341
N -1.980 -0.790 2.372 0.0370
H 0.258 0.924 7.113 0.1036
H 0.533 1.924 5.664 0.1033
H 1.366 0.359 5.837 0.1033
H -2.470 -0.824 4.420 0.1715
H -2.822 -0.334 2.045 0.0990
H -2.050 -1.786 2.205 0.0990

No. 2
39
Properties=species:S:1:pos:R:3:lowdin_charge:R:1 method="wB97M-V/def2-TZVPD" lumo_energy_ev=4.29 largest_force_ev_per_a=2.30 total_charge=-2 spin_multiplicity=1
Cu -2.066 -1.322 0.453 -0.5179
Se 1.192 -3.692 2.253 -0.3837
Sb -1.299 -3.608 1.820 0.2834
Se -2.313 -1.246 2.805 -0.1494
Se -1.542 -3.388 -0.736 -0.0971
Se 1.100 -5.900 2.968 -0.5149
N -1.049 -0.131 -2.274 0.1361
C -1.850 0.661 -1.484 -0.3770
C -1.832 2.057 -1.558 -0.0525
C -2.709 2.786 -0.773 -0.1021
C -3.604 2.106 0.046 -0.0893
C -3.577 0.724 0.035 -0.1581
N -2.704 0.005 -0.682 -0.0011
H -0.122 0.218 -2.460 0.0841
H -1.072 -1.116 -1.979 -0.0102
H -1.139 2.544 -2.234 0.0981
H -2.698 3.869 -0.810 0.0929
H -4.318 2.633 0.665 0.0908
H -4.281 0.147 0.622 0.0911
C 0.295 1.283 1.890 -0.0615
N 1.218 0.921 0.828 -0.1382
C 1.711 2.037 0.048 -0.0873
C 1.167 -0.368 0.335 -0.5037
O 0.301 -1.165 0.659 -0.1381
N 2.182 -0.712 -0.552 -0.1539
C 2.030 -1.999 -1.223 -0.0767
C 3.562 -0.427 -0.194 -0.0775
H -0.608 1.752 1.490 0.0775
H 0.791 1.989 2.565 0.0812
H -0.008 0.394 2.443 0.0238
H 0.885 2.719 -0.182 0.0722
H 2.143 1.690 -0.887 0.0761
H 2.467 2.600 0.608 0.0787
H 0.986 -2.163 -1.491 0.0183
H 2.335 -2.830 -0.581 0.0642
H 2.651 -1.989 -2.125 0.0789
H 3.619 0.402 0.507 0.0725
H 4.136 -0.176 -1.092 0.0784
H 4.019 -1.304 0.278 0.0917

No. 3
33
Properties=species:S:1:pos:R:3:lowdin_charge:R:1 method="wB97M-V/def2-TZVPD" lumo_energy_ev=-3.08 largest_force_ev_per_a=5.30 total_charge=+1 spin_multiplicity=1 smiles=C[C@@]12C[C@]3(C)[NH2+][C@@](C)(C[C@@](C)(O3)P1F)O2
C 1.412 -2.816 0.758 0.0155
C 0.904 -1.333 0.315 -0.5693
C 0.507 -0.552 1.578 -0.0506
C -0.314 0.745 1.114 -0.5463
C -0.741 1.534 2.356 0.0459
N -1.431 0.083 0.374 0.2003
C -0.972 -0.588 -0.801 -0.5320
C -2.187 -1.031 -1.600 0.0289
C -0.170 0.391 -1.763 -0.0535
C 0.907 1.075 -0.957 -0.5350
C 1.471 2.326 -1.630 -0.0123
O 0.293 1.544 0.263 -0.0185
P 2.243 -0.374 -0.634 1.1327
F 2.917 0.348 0.580 -0.2555
O -0.188 -1.674 -0.494 -0.0383
H 2.213 -3.088 0.200 0.0217
H 0.424 -3.363 0.596 0.1201
H 1.673 -2.793 1.845 0.0974
H 1.336 -0.340 2.209 0.1190
H -0.174 -1.071 2.297 0.1426
H -1.496 2.244 1.966 0.1002
H 0.104 2.196 2.690 0.1281
H -1.055 0.716 3.105 0.1259
H -2.007 -0.476 0.985 0.1925
H -2.117 0.886 0.058 0.2530
H -2.875 -1.577 -0.933 0.1076
H -1.782 -1.566 -2.413 0.0894
H -2.858 -0.221 -2.042 0.1307
H 0.179 -0.185 -2.634 0.1524
H -0.898 1.163 -2.047 0.1383
H 1.777 1.961 -2.567 0.0735
H 2.288 2.760 -1.140 0.0693
H 0.615 3.073 -1.634 0.1260

No. 4
30
Properties=species:S:1:pos:R:3:lowdin_charge:R:1 method="wB97M-V/def2-TZVPD" lumo_energy_ev=0.96 largest_force_ev_per_a=1.83 spin_multiplicity=1 smiles=N[C@H]1[C@H]2CC[C@@H]1[C@@H]1CC[C@H](N)[C@H]21
N -3.192 -0.700 -0.165 0.0493
C -1.883 -0.659 0.550 -0.3023
C -0.677 -1.180 -0.215 -0.2241
C -0.717 -0.270 -1.485 -0.1261
C -1.134 1.094 -0.928 -0.1468
C -1.350 0.794 0.550 -0.2315
C 0.011 0.528 1.279 -0.2133
C 1.193 1.484 1.062 -0.1469
C 2.151 0.812 0.090 -0.1609
C 1.954 -0.687 0.256 -0.3240
N 2.302 -1.354 -1.023 0.0314
C 0.481 -0.849 0.728 -0.1833
H -3.854 -0.101 0.309 0.0643
H -3.110 -0.403 -1.159 0.0657
H -1.943 -1.122 1.551 0.1528
H -0.724 -2.244 -0.428 0.1408
H -1.469 -0.620 -2.202 0.1038
H 0.233 -0.229 -2.003 0.0895
H -2.073 1.468 -1.381 0.1110
H -0.337 1.854 -1.076 0.1089
H -1.975 1.537 1.065 0.1430
H -0.213 0.431 2.362 0.1436
H 0.917 2.464 0.730 0.0970
H 1.762 1.677 2.000 0.1186
H 1.864 1.123 -0.887 0.0930
H 3.170 1.160 0.200 0.1116
H 2.574 -1.069 1.060 0.1306
H 2.450 -2.398 -0.964 0.0999
H 3.134 -0.939 -1.417 0.0606
H 0.457 -1.601 1.542 0.1439

No. 5
32
Properties=species:S:1:pos:R:3:lowdin_charge:R:1 method="wB97M-V/def2-TZVPD" lumo_energy_ev=-2.69 largest_force_ev_per_a=18.22 total_charge=+1 spin_multiplicity=1
C -1.923 -2.560 0.631 -0.0087
H -0.839 -2.170 0.291 0.1033
H -1.875 -3.459 0.077 0.0836
C -3.059 -1.727 -0.008 -0.2421
C -3.195 -0.535 0.591 -0.2990
N -2.034 0.370 0.704 0.1001
H -1.250 -0.278 0.998 0.1700
H -2.020 1.186 1.270 0.1364
C -1.743 1.194 -0.735 -0.2367
C -0.973 2.457 -0.323 -0.1540
H -0.797 3.173 -1.239 0.1609
H -1.815 3.270 0.087 0.1855
C 0.269 2.136 0.433 -0.2595
C 1.009 1.159 0.214 -0.4297
C 0.521 0.157 -0.865 -0.4242
S 1.576 -1.198 -0.758 1.0642
C 2.683 -0.519 0.393 -0.6008
N 2.128 0.702 0.858 0.0926
N 3.874 -0.831 0.722 0.2149
H 4.143 -1.659 0.397 0.0844
H 4.327 -0.395 1.284 0.0130
C -0.866 0.411 -1.337 -0.2792
H -0.587 0.936 -2.391 0.2051
H -1.234 -0.611 -1.552 0.1206
H 0.911 3.342 0.173 0.2448
H 0.096 2.309 1.605 0.1797
H -2.627 1.154 -1.157 0.1115
H -3.376 -0.383 1.770 0.1858
H -4.127 0.196 0.454 0.1856
H -4.024 -2.256 0.250 0.1680
H -3.003 -1.432 -1.106 0.1510
H -2.074 -2.700 1.499 -0.0271

No. 6
30
Properties=species:S:1:pos:R:3:lowdin_charge:R:1 method="wB97M-V/def2-TZVPD" lumo_energy_ev=-3.45 largest_force_ev_per_a=6.81 total_charge=+1 spin_multiplicity=1
C -1.132 -0.697 -0.189 0.1206
C -2.329 -0.200 -0.351 -0.2419
C -3.796 -2.119 0.362 0.0303
C -3.512 -1.056 -0.370 -0.1728
C -2.491 1.363 -0.508 -0.0617
C -1.423 2.103 0.269 -0.0879
C -0.032 1.597 0.071 -0.2179
C 1.274 2.346 0.248 0.0335
C 2.580 -2.268 0.438 -0.0615
C 3.833 -0.443 -0.557 -0.0688
N 0.175 0.360 -0.168 0.2145
O 2.573 -0.992 -0.211 -0.3220
H -0.864 -1.659 0.000 0.0816
H -4.839 -2.599 0.180 0.1061
H -3.086 -2.697 0.995 0.0837
H -4.275 -0.620 -1.171 0.1626
H -2.441 1.564 -1.497 0.0927
H -3.493 1.381 0.015 0.1505
H -1.340 3.113 0.175 0.0917
H -1.411 2.116 1.418 0.1887
H 1.053 -0.049 -0.263 0.0650
H 2.083 1.739 0.144 0.0159
H 1.530 2.810 1.180 0.0977
H 1.233 3.303 -0.408 0.1482
H 2.634 -1.984 1.491 0.0942
H 1.750 -2.805 0.243 0.0427
H 3.563 -2.848 0.363 0.1266
H 3.541 0.682 -0.835 0.1286
H 4.483 -0.343 0.260 0.0716
H 4.159 -1.101 -1.322 0.0874

No. 7
30
Properties=species:S:1:pos:R:3:lowdin_charge:R:1 method="wB97M-V/def2-TZVPD" lumo_energy_ev=-3.14 largest_force_ev_per_a=5.07 total_charge=+1 spin_multiplicity=1 smiles=C[N@@H+]1C#CCCC[C@@H](O)CCC1
C -3.144 -1.068 -0.282 -0.0078
N -2.414 0.077 0.056 -0.1376
C -1.233 0.240 -0.633 -0.0657
C -0.346 0.502 -1.392 0.0676
C 0.692 1.075 -2.241 -0.1937
C 1.995 1.268 -1.601 -0.1655
C 2.501 -0.025 -0.735 -0.1026
C 1.807 -0.566 0.543 -0.3261
O 2.654 -1.112 1.560 -0.0414
C 0.795 0.439 1.344 -0.0812
C -0.468 -0.395 1.596 -0.2041
C -1.932 0.035 1.535 -0.0708
H -4.103 -1.118 0.139 0.1019
H -3.213 -1.130 -1.402 0.1522
H -2.697 -1.893 0.232 0.1147
H -2.992 0.927 -0.147 0.2261
H 0.757 0.528 -3.155 0.1237
H 0.229 2.009 -2.556 0.1365
H 2.908 1.469 -2.327 0.1647
H 1.980 2.098 -0.970 0.0817
H 2.632 -0.876 -1.407 0.1101
H 3.541 0.207 -0.483 0.1105
H 1.210 -1.514 0.229 0.1449
H 2.880 -2.051 1.496 0.1058
H 0.593 1.281 0.669 0.0970
H 1.016 0.747 2.302 0.0883
H -0.464 -1.264 0.915 0.1063
H -0.442 -0.581 2.687 0.1430
H -2.737 -0.479 2.063 0.1292
H -2.006 1.173 1.964 0.1923

No. 8
31
Properties=species:S:1:pos:R:3:lowdin_charge:R:1 method="wB97M-V/def2-TZVPD" lumo_energy_ev="-4.01 / -4.01" largest_force_ev_per_a=4.28 total_charge=+1 spin_multiplicity=1
C 0.897 -1.421 -0.737 -0.1324
C 0.192 -0.786 0.167 -0.1256
C -0.109 -1.893 2.430 -0.6271
C -1.690 0.628 -0.017 -0.0993
C 0.251 1.471 1.132 -0.0511
C -2.184 2.058 -0.254 -0.1589
C -0.207 2.886 0.634 -0.2045
C 1.198 -2.275 2.825 -0.1232
C 0.460 -1.185 -3.191 -0.1359
C 1.428 -0.912 -2.071 -0.2868
N -0.214 0.572 0.009 -0.1245
O -1.565 2.871 0.650 -0.0943
S -1.601 -1.851 2.706 0.9312
H 1.269 -2.436 -0.589 0.1071
H -1.977 0.099 0.824 0.0568
H -2.073 0.038 -0.893 0.1638
H 1.315 1.308 1.410 0.1430
H -0.380 1.316 2.108 0.1717
H -1.878 2.213 -1.278 0.1349
H -3.212 2.044 -0.100 0.1278
H 0.179 3.696 1.380 0.1713
H 0.291 3.116 -0.332 0.1368
H 1.937 -1.607 2.679 0.0488
H 1.598 -3.107 2.322 0.0906
H 1.246 -2.534 3.952 0.1494
H -0.131 -0.208 -3.193 0.0763
H -0.312 -2.018 -3.040 0.1099
H 0.973 -1.269 -4.178 0.0861
H 2.213 -1.712 -2.384 0.1341
H 1.883 0.151 -1.997 0.1384
H 0.202 0.745 -0.972 0.1858